{
  "formula": "C29H21FeINO4P",
  "method": "the ωB97M-V functional and the def2-TZVPD basis",
  "homo_energy_ev": [-16.25, -16.80],
  "homo_lumo_gap_ev": [7.03, 6.71],
  "s_squared": 8.7790,
  "multiplicity": 6,
  "charge": 3,
  "de_lowest_kj_mol": 58.1,
  "e_tot_ha": -3375.233605,
  "species": ["C", "C", "H", "H", "H", "C", "H", "C", "C", "H", "C", "C", "C", "C", "C", "C", "C", "C", "H", "C", "C", "C", "C", "H", "C", "Fe", "H", "C", "H", "N", "C", "H", "H", "C", "H", "H", "H", "C", "C", "C", "O", "C", "H", "O", "I", "C", "H", "H", "H", "H", "P", "C", "H", "C", "O", "O", "C", "H"],
  "xyz": [[-1.493, -3.187, 2.500], [-4.682, 2.696, -0.559], [2.671, -0.397, -4.383], [1.832, -3.819, 2.257], [-5.024, -1.745, -1.513], [-0.246, -3.719, 2.798], [-0.250, -3.204, -1.550], [-4.046, 1.455, -0.807], [1.905, -2.370, -4.017], [1.611, -2.246, 0.385], [2.044, -1.014, -3.753], [1.063, -3.138, -3.231], [-1.637, -2.300, 1.446], [1.325, -0.434, -2.717], [-1.925, 2.602, -0.862], [0.869, -3.381, 2.033], [-2.142, -0.033, -0.896], [-2.572, 3.782, -0.604], [1.298, 0.655, -2.725], [3.821, 1.844, 1.257], [0.365, -2.566, -2.172], [1.686, 1.208, 1.975], [-2.620, 1.338, -0.859], [3.715, 1.857, 4.609], [-4.378, -0.910, -1.279], [2.024, 1.428, -0.988], [2.433, -2.816, -4.849], [0.408, 0.822, 1.532], [5.313, 2.296, 2.726], [2.569, 1.467, 0.976], [4.580, 2.058, -0.011], [6.241, 2.586, -0.752], [-0.138, -4.402, 3.630], [3.387, 1.743, 3.584], [-2.618, -2.108, -1.185], [-0.695, 0.908, 3.103], [0.947, -4.195, -3.432], [-4.880, 0.333, -1.042], [-0.521, -1.956, 0.677], [0.739, -2.499, 0.978], [4.010, 1.843, -1.092], [0.480, -1.203, -1.894], [-2.355, -3.459, 3.093], [5.795, 2.464, 0.108], [-0.010, 3.102, -1.665], [-3.004, -1.096, -1.135], [-5.951, 0.494, -1.047], [1.415, 1.158, 4.137], [-5.763, 2.718, -0.504], [-4.440, 4.779, -0.195], [-0.554, -0.653, -0.520], [2.095, 1.362, 3.320], [-2.020, 4.713, -0.613], [-3.961, 3.832, -0.402], [-0.722, 0.625, 2.176], [0.321, 0.562, 0.183], [4.293, 1.991, 2.536], [-2.608, -1.874, 1.235]],
  "forces_ev_per_a": [[0.0, 0.0, 0.0], [-0.1, -0.1, 0.0], [0.0, 0.0, 0.0], [0.0, 0.0, 0.0], [0.0, 0.0, 0.0], [0.0, 0.0, 0.0], [0.0, 0.0, 0.0], [0.1, 0.1, 0.0], [0.0, 0.0, 0.0], [0.0, 0.0, 0.0], [0.0, 0.2, 0.1], [0.0, 0.0, 0.0], [0.1, 0.0, 0.0], [-0.1, -0.1, 0.2], [-0.2, -0.5, 0.2], [0.0, 0.0, 0.0], [-0.1, 0.5, -0.3], [0.0, 0.1, -0.1], [-0.2, 0.2, -0.1], [0.0, -0.1, 0.0], [0.1, 0.0, 0.1], [0.1, 0.2, -0.1], [0.0, -0.1, 0.0], [0.0, 0.0, 0.0], [-0.1, -0.1, 0.0], [0.0, 0.0, -0.1], [0.0, 0.0, 0.0], [0.2, -0.2, 0.0], [0.0, 0.0, 0.0], [-0.2, -0.2, 0.4], [0.0, 0.0, 0.0], [0.0, 0.0, 0.0], [0.0, 0.0, 0.0], [0.0, 0.0, 0.1], [0.0, 0.0, 0.0], [0.0, 0.0, 0.0], [0.0, 0.0, 0.0], [-0.1, 0.0, 0.0], [-0.2, 0.0, 0.1], [0.0, 0.0, 0.0], [0.2, 0.1, -0.1], [0.0, 0.0, -0.1], [0.0, 0.0, 0.0], [0.0, 0.0, 0.0], [0.0, -0.1, -0.2], [0.0, 0.2, -0.1], [0.0, 0.0, 0.0], [0.0, 0.0, 0.0], [0.0, 0.0, 0.0], [0.0, 0.0, 0.0], [0.5, -0.5, 0.2], [0.0, 0.0, 0.0], [0.0, 0.0, 0.0], [0.1, 0.2, 0.1], [0.1, 0.1, 0.1], [-0.1, 0.1, -0.3], [0.0, 0.1, -0.1], [0.0, 0.0, 0.0]]
}

=====

{
  "formula": "C36H98NO29P7",
  "method": "the ωB97M-V functional and the def2-TZVPD basis",
  "homo_energy_ev": -9.31,
  "homo_lumo_gap_ev": 9.66,
  "smiles": "COP(=O)(OC)OC.COP(=O)(OC)OC.COP(=O)(OC)OC.COP(=O)(OC)OC.COP(=O)(OC)OC.COP(=O)(OC)OC.COP(=O)(OC)OC.CNC(C)=O.CCCCCC.CCCCCC",
  "e_tot_ha": -6056.978551,
  "species": ["C", "H", "C", "O", "P", "H", "C", "H", "P", "C", "H", "H", "C", "H", "H", "O", "O", "H", "H", "C", "H", "C", "H", "H", "H", "O", "O", "C", "H", "H", "C", "H", "H", "H", "O", "C", "C", "O", "H", "C", "O", "P", "C", "H", "O", "H", "H", "H", "H", "H", "H", "O", "H", "H", "H", "O", "H", "C", "C", "H", "H", "H", "O", "H", "H", "H", "H", "H", "H", "H", "O", "O", "H", "H", "C", "C", "C", "H", "P", "H", "H", "H", "O", "H", "C", "H", "H", "H", "C", "H", "O", "C", "C", "H", "C", "H", "H", "H", "H", "H", "H", "H", "H", "O", "C", "C", "H", "O", "C", "C", "H", "H", "O", "C", "H", "C", "H", "H", "O", "C", "H", "H", "H", "H", "H", "O", "H", "O", "H", "H", "O", "O", "H", "O", "H", "H", "H", "P", "C", "O", "C", "C", "N", "H", "P", "H", "C", "H", "H", "H", "H", "H", "P", "H", "H", "O", "H", "O", "C", "H", "H", "H", "H", "H", "O", "C", "H", "H", "H", "H", "H"],
  "xyz": [[23.094, 22.085, -14.206], [24.158, 22.569, -20.286], [29.662, 17.347, -24.952], [26.606, 15.204, -16.026], [20.197, 11.246, -22.114], [19.085, 31.152, -26.739], [30.022, 17.447, -29.490], [24.215, 14.442, -12.586], [30.260, 16.103, -27.262], [36.173, 14.588, -20.637], [27.479, 16.178, -12.208], [23.566, 14.769, -14.174], [21.289, 14.247, -27.796], [30.029, 16.744, -30.323], [17.568, 13.229, -31.357], [25.465, 13.811, -14.094], [22.147, 28.621, -27.335], [23.741, 32.692, -26.249], [34.856, 16.202, -18.654], [28.001, 12.542, -16.502], [37.487, 13.899, -22.259], [31.498, 24.611, -16.549], [25.028, 22.151, -21.772], [36.258, 13.561, -20.282], [11.188, 19.959, -19.680], [28.945, 15.410, -27.304], [23.619, 30.817, -27.229], [19.787, 30.525, -27.289], [29.050, 16.448, -24.880], [30.624, 13.317, -26.526], [22.608, 29.184, -24.350], [13.405, 18.143, -18.506], [22.650, 10.925, -20.394], [23.123, 17.895, -21.809], [25.404, 22.478, -12.181], [24.736, 21.792, -20.785], [34.841, 25.346, -20.283], [32.701, 25.010, -17.097], [25.647, 21.589, -20.222], [20.207, 9.304, -23.867], [32.360, 23.540, -19.304], [24.548, 23.619, -12.717], [10.945, 19.423, -17.649], [22.105, 21.629, -14.170], [23.108, 23.133, -13.354], [32.542, 27.597, -20.601], [14.802, 19.316, -16.653], [25.060, 26.310, -11.072], [30.975, 25.429, -16.054], [32.618, 15.744, -17.571], [21.606, 13.221, -27.606], [27.533, 12.835, -15.243], [20.162, 8.993, -24.911], [12.409, 20.854, -17.384], [31.739, 23.832, -15.826], [21.800, 11.623, -22.176], [29.057, 12.400, -16.729], [27.914, 16.041, -13.197], [22.738, 10.949, -21.480], [14.691, 20.828, -17.530], [22.808, 17.811, -20.091], [17.727, 12.323, -22.955], [27.798, 14.774, -13.698], [20.295, 17.171, -28.140], [33.876, 17.124, -19.814], [16.878, 20.046, -18.078], [22.534, 9.923, -21.788], [32.629, 15.228, -20.521], [24.537, 32.531, -27.792], [31.787, 16.999, -18.596], [19.932, 10.691, -23.610], [21.011, 14.025, -30.896], [22.869, 32.599, -27.792], [17.613, 13.731, -22.094], [31.473, 13.747, -27.057], [23.596, 17.958, -20.829], [10.456, 20.054, -18.879], [27.435, 16.759, -13.862], [32.799, 24.842, -18.726], [25.080, 25.173, -9.712], [23.216, 29.794, -23.681], [23.759, 11.046, -21.849], [19.524, 12.696, -22.042], [9.495, 19.594, -19.112], [32.733, 16.624, -18.204], [32.455, 13.300, -26.902], [10.387, 19.571, -16.724], [19.572, 30.735, -28.337], [24.492, 14.729, -13.601], [26.241, 24.972, -11.063], [25.159, 24.586, -13.909], [12.341, 19.769, -17.299], [23.687, 32.177, -27.208], [24.752, 26.138, -15.288], [13.476, 19.211, -18.304], [30.822, 24.164, -17.278], [23.823, 21.282, -14.091], [28.951, 17.550, -29.313], [27.570, 11.557, -16.681], [16.726, 14.110, -30.070], [10.315, 21.106, -18.630], [33.687, 14.197, -19.423], [34.992, 26.335, -20.715], [18.451, 14.762, -30.518], [32.383, 27.335, -19.555], [34.727, 14.978, -21.116], [17.628, 12.234, -21.149], [34.344, 25.273, -18.951], [24.357, 25.590, -14.433], [17.661, 13.621, -30.344], [37.080, 15.705, -22.332], [28.941, 16.390, -13.084], [30.320, 17.300, -26.164], [14.795, 19.750, -17.653], [23.438, 25.121, -14.783], [19.634, 17.115, -29.005], [31.124, 13.653, -28.085], [21.198, 8.993, -23.537], [24.196, 24.612, -11.457], [23.887, 20.516, -20.926], [29.171, 18.264, -24.624], [30.519, 18.375, -29.771], [24.189, 26.418, -13.743], [21.321, 14.789, -26.851], [32.956, 17.517, -17.620], [22.734, 20.662, -21.179], [36.605, 15.256, -19.891], [20.386, 16.343, -29.957], [19.639, 8.537, -23.340], [24.334, 17.157, -20.846], [19.761, 10.323, -21.086], [22.187, 30.179, -25.144], [13.283, 19.774, -19.217], [20.145, 14.191, -28.553], [16.316, 18.614, -18.886], [34.793, 15.939, -21.627], [19.504, 29.491, -27.093], [22.282, 30.015, -26.762], [16.014, 19.617, -18.584], [21.117, 31.024, -27.212], [18.065, 12.743, -22.008], [25.231, 25.272, -10.787], [24.312, 19.279, -20.641], [18.702, 16.753, -28.571], [26.802, 14.243, -14.882], [10.696, 18.364, -17.710], [33.580, 15.115, -20.000], [15.948, 20.021, -19.594], [35.863, 24.971, -20.338], [23.328, 28.523, -24.833], [12.657, 19.465, -16.302], [27.554, 13.165, -17.277], [20.023, 14.807, -30.070], [25.160, 19.066, -20.135], [34.190, 24.799, -20.966], [30.820, 16.795, -28.558], [31.623, 28.075, -19.305], [31.509, 15.169, -26.725], [37.199, 14.806, -21.728], [18.072, 12.945, -29.595], [30.473, 17.261, -24.228], [33.257, 27.712, -19.025], [19.628, 18.162, -29.307], [23.256, 22.476, -15.211], [31.925, 26.016, -19.300], [33.879, 16.275, -19.131], [38.213, 14.978, -21.365], [34.326, 14.233, -21.803], [24.840, 15.728, -13.338], [21.738, 28.782, -23.832], [22.059, 14.703, -28.419]],
  "forces_ev_per_a": [[-0.4, -2.0, -2.7], [-0.1, -0.3, -0.1], [0.6, -1.5, 2.0], [0.3, -1.7, 2.0], [1.4, 0.9, -1.1], [0.4, 0.2, 0.4], [-0.5, -0.4, -2.2], [-0.1, -0.9, -0.1], [0.0, -0.5, 2.8], [-0.3, 0.9, -0.4], [-0.3, -0.4, 0.1], [0.4, -0.1, -0.4], [2.7, -0.3, -0.4], [0.0, 0.5, -0.6], [-0.2, -0.8, 0.4], [0.8, -0.2, -0.7], [0.7, 2.9, 1.6], [-0.1, -0.5, 0.4], [-0.2, 0.0, 0.2], [-1.1, -1.7, -2.8], [-1.0, 0.0, -1.0], [-1.4, -1.1, 1.0], [-0.1, -0.1, 0.0], [-0.3, 0.0, 0.2], [-0.3, -0.1, -0.1], [1.3, 0.6, -0.4], [-1.2, -3.0, 0.9], [-1.4, 1.0, -1.6], [-0.5, 0.3, 0.4], [0.5, -0.4, 0.6], [1.9, -0.5, 2.6], [0.2, 0.0, 0.3], [0.1, 0.7, 0.0], [-0.1, 0.4, 0.0], [-1.5, 2.7, -2.2], [0.7, -1.1, 0.2], [0.4, -0.3, -1.0], [1.8, 0.6, -2.9], [0.1, 0.2, 0.0], [0.9, -1.3, 0.4], [0.7, 1.7, 1.0], [1.0, -1.6, 1.6], [-0.4, -2.1, 1.9], [0.0, 0.0, 0.0], [1.9, 3.1, 3.6], [0.2, -1.0, -0.3], [0.9, -0.2, -0.1], [0.6, 0.3, 0.4], [0.2, 0.1, 0.0], [-0.7, 0.3, 0.5], [0.1, 0.0, 0.1], [-1.0, 2.4, 2.8], [-0.2, 1.0, -0.2], [0.2, 0.2, 0.3], [-0.3, 0.0, 0.2], [-3.7, 2.7, -1.1], [0.3, 0.7, 1.1], [-0.3, 2.6, 0.2], [1.0, -3.9, 0.6], [-0.4, 0.0, 0.2], [0.2, -0.1, 0.1], [-0.2, -0.6, 0.2], [-0.6, -2.6, -1.4], [0.1, -0.1, 0.3], [0.8, 0.3, -0.2], [0.2, 0.1, -0.2], [0.5, -0.8, 0.6], [-0.1, -0.3, 0.3], [0.5, -0.5, 0.2], [-0.1, -0.9, -0.9], [-0.3, -0.1, 0.3], [-2.1, 1.7, 0.8], [-0.4, 0.1, 0.3], [1.1, 0.5, 0.5], [-1.4, 0.9, -0.6], [-0.2, 1.5, -0.6], [-0.8, 1.0, 0.0], [-0.1, 0.2, -0.1], [0.7, -1.4, 0.5], [0.1, -0.2, -0.1], [0.2, -0.9, 1.1], [-0.1, 1.1, 0.1], [-0.2, -0.2, -0.2], [0.0, 0.3, -0.5], [0.5, 0.2, 1.3], [-0.3, 0.2, 0.2], [-0.7, 1.1, -0.2], [-0.6, -0.4, -0.1], [-0.3, 0.4, 1.4], [-0.1, -0.2, 0.0], [0.9, -1.9, 1.8], [2.0, -1.1, -1.4], [0.0, 3.1, -1.2], [0.8, -0.8, -0.2], [-0.9, 2.4, 1.6], [0.0, 0.0, -0.1], [0.2, 0.2, 0.7], [0.2, 0.3, 0.9], [0.1, -0.3, -0.4], [-0.4, -1.0, 0.3], [-0.2, 0.3, -0.6], [-0.8, -0.3, 0.0], [-0.7, 0.6, 0.7], [3.8, 1.8, 1.3], [-0.3, 1.9, -0.1], [-0.5, -0.2, 1.3], [0.4, -0.1, -0.1], [-1.0, 0.2, 0.5], [-1.4, 1.1, -0.7], [-0.9, 0.3, -0.6], [-0.6, -0.4, -0.4], [0.3, -0.5, -0.3], [0.6, 0.3, -3.3], [-0.8, -0.5, -2.2], [-0.4, 0.5, 0.2], [1.7, 1.1, 1.6], [0.6, -0.1, -0.3], [0.5, 0.6, -0.1], [-1.4, -2.1, -2.7], [0.3, 0.9, 1.2], [-0.4, 0.2, -1.1], [-0.3, 0.0, 0.1], [-0.4, -0.3, 0.5], [-1.0, 0.2, 0.0], [0.6, -0.3, 0.6], [-3.0, 0.5, -1.4], [-1.0, 0.0, 0.7], [-1.5, -0.4, -0.2], [-1.0, 0.8, 0.4], [0.0, 0.2, 0.5], [0.1, -0.6, 0.8], [-1.5, 2.2, -5.0], [0.3, -0.3, -0.4], [-3.7, 1.1, -1.1], [-0.2, -0.6, 0.7], [0.0, 0.0, -0.2], [1.1, -0.2, 0.2], [-0.6, -1.1, -1.0], [0.8, -0.9, 0.5], [1.2, -0.9, 1.1], [-0.3, -0.4, -1.1], [0.3, 1.3, 0.2], [1.7, -3.1, 0.5], [-0.2, -0.3, -1.0], [0.8, 1.5, -0.6], [1.0, -0.6, -0.3], [2.6, -1.0, -1.3], [-0.6, 0.9, 0.3], [-0.2, -0.6, 0.4], [-0.6, -0.7, 0.0], [-0.3, 0.0, 0.2], [0.2, 0.4, 0.1], [2.2, -2.8, -0.8], [0.2, 0.9, -0.3], [0.2, -0.2, 0.0], [0.6, -0.8, 2.0], [-0.5, -0.5, 0.4], [-1.0, 0.7, -0.9], [1.7, -0.5, -0.6], [-0.3, -0.1, -0.2], [-0.1, -0.3, 0.5], [0.2, -0.9, 0.3], [-0.6, -0.3, -0.6], [-0.1, -0.2, -0.4], [0.0, 0.9, -0.6], [-1.2, 1.9, -0.9], [0.0, 0.3, 1.0], [0.4, 0.0, -0.3], [0.5, 0.2, -1.0], [0.4, -0.7, 0.0], [0.5, -0.1, 0.2]]
}

=====

Number 1: F_max 0.72 eV/Å. Number 2: F_max 5.67 eV/Å.